DFT (wB97M-V/def2-TZVPD) results for a single C2H2N2O molecule.

Results
energy relative to the best compared isomer or geometry (same formula, charge and spin) = 1.2206 eV
HOMO-LUMO gap = 11.56 eV
strongest force on any atom = 5.5 eV/A
E = -262.11906 a.u.
structure (SMILES) = N#CNC=O
LUMO = 0.0138 hartree
HOMO level = -11.179 eV

XYZ file:
```
7
Properties=species:S:1:pos:R:3:mulliken_charge:R:1
O 0.60 -2.14 0.02 -0.42
N 0.89 0.13 0.06 -0.21
N 3.52 0.33 -0.03 -0.33
C 2.40 0.15 -0.02 0.23
C 0.16 -1.07 -0.09 0.03
H 0.40 0.91 -0.42 0.31
H -0.80 -0.83 -0.31 0.40
```

=====

DFT (wB97M-V/def2-TZVPD) results for C50H65AsIrN5O5S2 as an isolated structure.

Results
energy relative to the best compared isomer or geometry (same formula, charge and spin) = 0.7102 eV
HOMO-LUMO gap (alpha / beta) = 7.88 / 7.88 eV
strongest force on any atom = 2.4 eV/A
E = -5730.76737 a.u.
LUMO (alpha / beta) = 0.0037 / 0.0037 hartree
HOMO level (alpha / beta) = -7.781 / -7.783 eV

XYZ file:
```
129
Properties=species:S:1:pos:R:3:mulliken_charge:R:1
Ir -0.19 -0.27 0.73 4.23
As -3.83 -2.27 -0.01 0.90
S 1.27 -1.19 -0.82 -0.94
S 2.82 -1.07 2.21 1.26
O -0.68 -2.16 1.26 -0.76
O -0.68 -3.75 2.80 -0.78
O 3.49 0.08 1.62 -0.92
O 3.24 -1.44 3.54 -0.79
O -2.67 -1.12 -0.28 0.03
N 2.75 -0.19 -2.69 0.78
N 2.89 0.95 -0.69 0.56
N -1.15 1.06 2.19 1.35
N -0.85 0.99 -0.73 0.77
N 1.24 -0.81 2.21 -0.73
C 0.01 0.70 -4.38 -0.34
C -2.73 1.97 0.56 1.05
C 1.55 4.42 -1.25 -1.70
C -0.36 1.36 6.35 -1.56
C -2.14 1.80 1.85 -1.16
C 3.28 -2.45 1.18 0.05
C 0.79 3.14 3.25 0.21
C -2.88 1.85 -1.81 -0.50
C 2.61 -3.66 1.29 -0.48
C 0.35 2.12 5.44 -1.12
C -1.13 -1.04 -3.01 2.06
C 0.24 3.63 -1.26 2.45
C 0.53 -1.65 3.20 -0.18
C -4.13 2.42 -1.77 -0.90
C -3.53 -0.51 2.88 -1.35
C -2.49 -1.01 -3.73 -1.65
C 4.32 -2.30 0.27 -0.17
C 0.21 2.53 -2.30 1.17
C 2.37 -0.04 -1.40 -0.85
C 4.64 -3.35 -0.57 -0.84
C -3.99 2.60 0.58 -0.58
C 5.17 0.28 -2.57 0.09
C -2.95 -0.42 4.28 0.90
C 1.75 2.63 2.19 -0.92
C 0.56 1.94 -4.62 -1.49
C -0.17 4.20 2.69 -1.32
C -0.32 -2.64 2.42 0.65
C 4.28 -5.68 -1.45 -1.64
C 6.42 0.38 -4.64 -0.56
C -0.31 -2.18 -3.63 -1.63
C -2.13 1.57 -0.65 0.11
C -0.91 1.17 3.62 -0.24
C -1.40 0.59 5.89 -0.79
C -0.32 1.25 -2.06 -2.16
C -5.53 -1.41 0.31 -1.19
C -1.71 0.46 4.53 0.81
C -3.53 -3.59 1.36 -0.98
C 6.37 0.45 -3.25 -0.90
C -0.91 4.63 -1.47 -1.47
C 2.95 -4.70 0.44 -0.97
C -0.43 0.32 -3.12 1.82
C -4.11 -3.35 -1.58 -1.45
C -4.72 2.80 -0.57 -1.24
C 4.06 -0.04 -4.68 -0.60
C -2.74 -1.85 4.81 -1.74
C 4.00 0.04 -3.29 0.59
C 3.95 -4.55 -0.52 1.09
C 0.66 2.85 -3.59 -0.34
C 0.08 2.08 4.08 -0.18
C 5.26 0.13 -5.35 -0.63
H -3.06 -3.16 2.24 -0.01
H 2.43 1.89 2.61 0.34
H -0.90 5.38 -0.68 0.42
H 5.28 0.06 -6.43 0.40
H -4.89 -4.09 -1.38 0.49
H -2.37 -0.69 -4.77 0.38
H 5.17 0.29 -1.49 0.08
H -1.88 4.14 -1.47 0.21
H -0.79 5.14 -2.42 0.42
H 3.56 1.57 -1.12 0.57
H 2.42 3.76 -1.23 0.18
H -4.66 2.58 -2.71 0.41
H 4.85 -1.36 0.22 0.43
H 7.27 0.63 -2.68 0.41
H 3.38 -6.10 -1.90 0.37
H -3.72 0.05 4.91 0.63
H -6.04 -1.83 1.17 0.41
H -2.79 -0.82 2.14 -0.42
H 1.64 5.07 -2.12 0.48
H -5.32 -0.35 0.47 0.15
H 7.36 0.50 -5.15 0.40
H 0.41 5.05 2.32 0.48
H 2.07 -0.68 -3.26 -0.05
H -5.70 3.26 -0.54 0.41
H -0.14 1.41 7.41 0.39
H -2.02 0.06 6.61 0.48
H -4.42 -2.71 -2.40 0.34
H -2.91 -2.02 -3.75 0.49
H 2.91 0.83 0.33 -0.28
H -4.34 -1.25 2.90 0.76
H -0.10 0.00 -5.20 0.40
H -3.18 -3.86 -1.84 0.32
H 1.12 2.79 5.79 0.41
H 1.60 5.06 -0.37 0.38
H 1.19 -2.15 3.91 0.86
H -0.86 4.56 3.45 0.36
H 1.84 -3.81 2.02 0.44
H -0.84 -3.12 -3.50 0.48
H -4.39 2.90 1.54 0.49
H -3.21 -0.36 -3.24 0.34
H -0.75 3.83 1.85 0.02
H 1.41 3.67 3.99 0.67
H 0.91 2.21 -5.61 0.41
H 2.33 3.46 1.80 0.68
H -6.16 -1.52 -0.58 0.46
H -2.37 -1.87 5.84 0.43
H -0.14 -1.03 3.79 -1.20
H -2.46 1.62 -2.78 0.78
H -0.16 -2.04 -4.70 0.29
H -2.03 -2.41 4.21 0.36
H 2.41 -5.64 0.51 0.43
H 4.79 -6.50 -0.92 0.36
H 1.07 3.83 -3.77 0.34
H 0.67 -2.28 -3.15 0.30
H -1.31 -1.25 -1.96 -1.28
H 3.14 -0.23 -5.24 0.40
H -4.49 -4.03 1.61 0.50
H 5.44 -3.22 -1.29 0.40
H 0.12 3.17 -0.28 -1.69
H -2.61 2.39 2.65 0.12
H -3.69 -2.38 4.79 0.48
H -3.97 0.43 2.53 0.18
H -2.85 -4.34 0.96 0.39
H 4.94 -5.35 -2.25 0.36
H 1.22 2.16 1.36 -0.64
```

=====

DFT (wB97M-V/def2-TZVPD) results for a 8-piece molecular cluster, C22H54N6O8S2 overall.

Results
HOMO-LUMO gap = 8.48 eV
strongest force on any atom = 2.3 eV/A
E = -2597.47814 a.u.
LUMO = -0.0010 hartree
HOMO level = -8.506 eV

XYZ file:
```
92
Properties=species:S:1:pos:R:3:mulliken_charge:R:1
S 1.11 5.55 -3.10 0.47
S 0.61 -0.58 4.79 0.49
O -3.94 4.37 -2.57 -0.69
O 1.28 -1.79 5.36 -0.65
O 5.36 -3.84 0.03 -0.70
O -2.23 -5.18 4.79 -0.66
O -1.89 0.16 1.15 -0.56
O 1.17 5.12 -1.67 -0.57
O 2.22 -0.21 -1.20 -0.92
O 0.12 -3.32 -3.41 -0.58
N 4.21 -1.94 -0.21 0.08
N -0.56 -3.91 3.95 -0.05
N 0.73 -4.28 -5.38 -0.21
N -4.29 5.07 -0.47 -0.15
N 0.41 0.91 -0.51 0.36
N -3.77 1.42 1.44 -0.16
C 1.84 0.13 3.63 -0.75
C 0.97 2.26 -0.49 -0.73
C -2.06 4.26 -1.08 -0.49
C 1.06 -0.23 -0.76 0.73
C -2.00 1.44 3.12 -0.43
C -1.06 -4.83 4.79 0.68
C 0.36 -1.53 -0.46 -0.29
C 4.48 -3.21 -0.56 0.55
C -0.14 -3.65 -4.55 0.69
C -4.41 1.05 0.19 -0.87
C 0.61 4.25 -4.26 -0.88
C 4.90 -1.26 0.86 -0.92
C -1.48 -3.33 -5.16 -1.16
C -2.57 0.96 1.79 0.33
C -5.71 5.35 -0.60 -0.97
C 0.61 0.87 5.92 -1.00
C 2.84 5.78 -3.59 -1.00
C 3.80 -3.76 -1.77 -0.55
C -3.50 4.60 -1.44 0.42
C 2.08 -4.68 -4.97 -0.50
C -1.30 -3.10 3.02 -0.62
C -0.02 -5.50 5.68 -0.90
H -1.42 -2.97 -6.19 0.36
H -0.59 0.83 -0.43 -0.05
H 1.59 1.24 6.19 0.35
H 3.39 -1.49 -0.63 0.21
H -3.94 5.30 0.44 0.26
H 2.77 -3.50 -1.99 -0.06
H 3.73 -4.84 -1.62 0.39
H 2.98 6.37 -4.49 0.38
H 1.50 1.10 3.27 0.35
H -2.62 2.07 3.76 0.43
H 5.94 -1.53 0.97 0.32
H -3.70 0.61 -0.52 0.26
H 0.86 -4.85 5.63 0.24
H 4.38 -1.33 1.81 0.22
H -1.05 1.95 2.94 0.22
H -2.09 -4.23 -5.10 0.28
H 1.07 2.54 -1.54 -0.02
H 0.49 -1.63 0.62 -0.16
H 4.45 -3.63 -2.64 0.26
H -1.52 -3.60 2.07 0.42
H 1.77 -0.51 2.75 -0.01
H 3.29 6.34 -2.77 0.34
H -5.78 6.34 -1.05 0.34
H -0.71 -1.47 -0.63 0.39
H -2.01 3.24 -1.47 0.15
H 0.77 3.26 -3.83 0.21
H 3.33 4.81 -3.69 0.31
H 2.16 -5.77 -5.04 0.30
H 2.31 -4.53 -3.92 -0.01
H -1.66 0.55 3.64 0.00
H -2.01 -2.59 -4.57 0.30
H -0.33 -5.64 6.71 0.30
H 2.77 -4.15 -5.61 0.32
H 1.16 4.37 -5.19 0.41
H -4.19 2.26 1.79 0.30
H 0.03 1.64 5.41 0.31
H 4.80 -0.20 0.61 0.35
H -5.25 0.38 0.30 0.32
H -6.18 5.43 0.38 0.34
H 0.32 2.92 0.08 0.26
H -1.90 4.06 -0.01 0.25
H 0.64 -4.13 -6.37 0.26
H 2.00 2.20 -0.16 0.35
H -0.65 -2.25 2.78 -0.14
H -1.35 4.95 -1.52 0.21
H 2.80 0.20 4.14 0.48
H -0.42 4.40 -4.57 0.35
H -2.17 -2.60 3.45 0.27
H 0.43 -3.73 4.01 0.23
H 0.75 -2.31 -1.10 -0.08
H -6.27 4.71 -1.27 0.31
H -4.81 1.94 -0.31 0.22
H 0.26 -6.51 5.37 0.24
H 0.04 0.54 6.79 0.36
```

=====

DFT (wB97M-V/def2-TZVPD) results for C39H26BrN10Pt as an isolated structure.

Results
total charge = +3
HOMO-LUMO gap (alpha / beta) = 3.35 / 3.35 eV
strongest force on any atom = 2.5 eV/A
E = -4741.66422 a.u.
LUMO (alpha / beta) = -0.4526 / -0.4525 hartree
HOMO level (alpha / beta) = -15.667 / -15.667 eV

XYZ file:
```
77
Properties=species:S:1:pos:R:3:mulliken_charge:R:1
Pt -0.56 -0.67 0.04 0.70
Br -2.04 -5.71 -2.47 -0.08
N 1.53 -0.73 0.03 0.67
N 1.26 -0.50 -4.74 -0.46
N 8.57 -0.56 0.01 -0.49
N -7.86 6.63 -0.08 -0.39
N 0.13 -0.63 2.38 -0.01
N -0.57 1.38 0.08 0.71
N -2.60 -0.60 0.08 1.22
N -0.46 -2.78 -0.03 0.32
N 1.30 -0.48 4.80 -0.46
N 0.12 -0.63 -2.29 0.00
C 2.23 -0.68 -1.15 0.33
C 6.58 -0.59 1.21 -0.66
C -4.19 3.74 -1.17 -0.16
C -4.79 0.08 -0.02 -0.79
C 5.84 -0.58 0.02 1.22
C -1.05 -4.84 -1.11 -0.51
C 2.01 -0.57 -3.69 -0.47
C 0.21 -3.48 0.88 0.14
C -0.61 -0.59 3.46 -0.50
C -3.40 -1.66 0.17 -0.43
C -3.00 1.86 -0.04 1.65
C 6.57 -0.55 -1.18 -0.66
C 0.19 3.51 0.16 -1.40
C 2.24 -0.65 1.21 0.39
C 0.33 -4.86 0.84 -1.00
C -0.31 -5.57 -0.17 -0.14
C 4.37 -0.60 0.02 0.58
C -0.64 -0.56 -3.37 -0.45
C -3.43 0.53 -0.01 -0.13
C 7.96 -0.58 1.16 -0.53
C 1.46 -0.64 -2.38 -0.22
C 3.63 -0.60 1.21 -0.51
C 2.05 -0.54 3.75 -0.34
C -4.87 3.08 1.05 -0.18
C -4.04 2.92 -0.06 -0.54
C -5.20 4.69 -1.21 -0.93
C -1.17 3.58 0.06 -0.95
C -4.76 -1.29 0.10 -1.31
C 1.48 -0.61 2.45 -0.47
C 3.62 -0.62 -1.16 -0.57
C 0.52 2.14 0.17 -0.20
C -1.07 -3.45 -1.02 -0.18
C 7.96 -0.54 -1.14 -0.52
C -1.66 2.24 0.01 0.11
C -6.02 4.86 -0.09 0.54
C -0.02 -0.50 4.72 -0.56
C -0.06 -0.50 -4.64 -0.59
C -7.02 5.86 -0.08 -0.22
C -5.86 4.05 1.04 -0.92
H -0.26 -6.64 -0.22 0.53
H 6.11 -0.54 -2.16 0.36
H -5.60 -1.95 0.13 0.52
H 1.51 1.73 0.24 0.59
H 4.13 -0.54 2.16 0.49
H -5.34 5.31 -2.08 0.49
H 8.56 -0.53 -2.04 0.41
H 6.12 -0.61 2.19 0.35
H -0.59 -0.47 5.64 0.44
H 0.89 4.32 0.22 0.53
H -1.61 -2.88 -1.76 0.62
H -1.71 -0.56 -3.24 0.60
H -3.55 3.63 -2.03 0.53
H -6.48 4.20 1.91 0.49
H 3.11 -0.53 3.91 0.57
H -0.65 -0.44 -5.54 0.42
H -3.03 -2.66 0.28 0.71
H 0.67 -2.93 1.69 0.37
H -4.74 2.47 1.93 0.52
H 4.12 -0.57 -2.11 0.48
H 0.90 -5.38 1.60 0.50
H 8.58 -0.59 2.05 0.41
H -5.65 0.71 -0.11 0.68
H -1.78 4.46 0.05 0.63
H -1.68 -0.64 3.35 0.57
H 3.08 -0.57 -3.86 0.56
```

=====

DFT (wB97M-V/def2-TZVPD) results for C3H3HgO3 as an isolated structure.

Results
expectation value of S² = 0.766
energy relative to the best compared isomer or geometry (same formula, charge and spin) = 6.3218 eV
HOMO-LUMO gap (alpha / beta) = 6.16 / 8.65 eV
strongest force on any atom = 1.9 eV/A
E = -494.96287 a.u.
spin multiplicity = 2
LUMO (alpha / beta) = -0.0241 / -0.0256 hartree
HOMO level (alpha / beta) = -6.815 / -9.350 eV

XYZ file:
```
10
Properties=species:S:1:pos:R:3:lowdin_spin:R:1
Hg 3.52 1.07 -0.42 0.52
O 0.43 -2.32 0.01 0.00
O 1.26 -3.98 -0.96 0.00
O 1.99 0.05 1.09 0.08
C 0.90 -0.47 1.30 0.01
C 0.71 -1.91 1.20 0.00
C 0.33 -3.73 -0.14 0.00
H 0.04 0.11 1.70 0.00
H 2.69 2.55 -1.50 0.39
H 1.21 -4.90 -1.27 0.00
```

=====

Q: Which value of E does entry 1 give?
A: -262.11906 a.u.

=====

Q: Which value of strongest force on any atom does entry 2 give?
A: 2.4 eV/A

=====

Q: Look up the E of the first one.
A: -262.11906 a.u.

=====

Q: E of number 3 (C22H54N6O8S2)?
A: -2597.47814 a.u.